[1]
The molecule C4H7NO2, computed with the ωB97M-V functional and the def2-TZVPD basis.

Each line ends with the Mulliken charge.
Cartesian coordinates (Å):
C (-0.586, -0.911, -0.837)  -0.546
C (0.874, -0.021, -0.370)  0.585
N (1.875, -0.772, 0.177)  -0.388
C (-1.192, 1.021, 0.800)  -0.154
C (-1.038, -0.287, 0.405)  -0.265
O (-1.014, 2.120, 0.035)  -0.561
O (1.108, 1.008, -0.995)  -0.693
H (-0.344, 1.924, -0.663)  0.391
H (2.807, -0.386, 0.108)  0.239
H (1.689, -1.477, 0.873)  0.211
H (-1.567, 1.268, 1.788)  0.359
H (-0.954, -0.500, -1.772)  0.243
H (-0.387, -1.976, -0.736)  0.310
H (-1.271, -1.010, 1.186)  0.270

Atomic forces in eV per Å
3.7 2.4 1.3
-0.3 -2.8 -4.8
-0.3 0.1 0.6
-0.3 -1.2 -1.0
-2.3 1.0 2.7
0.1 -0.1 -0.1
-0.3 0.1 1.1
-0.2 0.0 0.3
-0.2 0.1 0.4
0.0 0.1 -0.2
0.1 -0.2 0.0
0.2 -0.2 0.0
-0.3 0.2 -0.3
0.0 0.3 0.2

Values from the calculation:
strongest force on any atom = 5.55 eV/A
total charge = 0
gap between HOMO and LUMO = 8.629 eV
E_LUMO = 0.0265 Eh
E_tot = -9844.606 eV
ΔE to the lowest compared entry with this formula, charge and spin = 258.0 kJ/mol

[2]
The molecule C4H7NO2, computed with the ωB97M-V functional and the def2-TZVPD basis.

Each line ends with the Mulliken charge.
Cartesian coordinates (Å):
C (-0.591, 1.112, 1.430)  -1.350
C (-0.277, 0.561, 0.058)  0.491
C (1.029, -0.210, -0.070)  -0.639
N (0.738, -0.901, -1.311)  -0.226
C (-0.609, -1.222, -1.309)  0.480
O (-1.179, -2.029, -1.993)  -0.577
O (-1.224, -0.437, -0.373)  -0.366
H (-0.383, 0.384, 2.221)  0.330
H (-1.640, 1.409, 1.490)  0.349
H (0.022, 2.003, 1.609)  0.367
H (-0.306, 1.368, -0.688)  0.248
H (1.124, -0.893, 0.788)  0.313
H (1.921, 0.414, -0.121)  0.333
H (1.377, -1.559, -1.731)  0.248

Atomic forces in eV per Å
-0.1 -0.1 0.0
0.2 0.2 0.1
0.2 0.2 0.1
-0.1 -0.2 0.1
0.0 -0.2 -0.3
0.2 0.3 0.3
-0.1 0.0 -0.1
-0.1 0.0 -0.1
0.1 0.0 0.0
-0.1 -0.2 0.0
0.1 -0.1 0.1
0.1 0.0 -0.1
-0.1 0.1 -0.1
-0.2 0.0 0.1

Values from the calculation:
strongest force on any atom = 0.47 eV/A
total charge = 0
gap between HOMO and LUMO = 10.930 eV
E_LUMO = 0.0305 Eh
E_tot = -9847.192 eV
ΔE to the lowest compared entry with this formula, charge and spin = 8.5 kJ/mol

[3]
A 2-piece molecular cluster, C4H7NO2 overall, computed with the ωB97M-V functional and the def2-TZVPD basis.

Each line ends with the Mulliken charge.
Cartesian coordinates (Å):
C (-0.816, 1.834, -1.380)  -0.642
N (-1.006, 1.407, -0.006)  -0.393
C (-0.788, 0.328, 0.514)  0.992
C (-0.753, -0.713, 1.346)  -0.835
O (0.401, -1.414, 1.717)  -0.531
C (1.465, -1.310, -0.178)  -0.101
O (1.294, -0.156, -0.513)  -0.486
H (-1.724, 1.715, -1.980)  0.283
H (-0.582, 2.900, -1.344)  0.246
H (0.012, 1.296, -1.851)  0.289
H (-1.661, -1.264, 1.544)  0.291
H (0.991, -0.878, 2.261)  0.348
H (0.780, -2.126, -0.468)  0.270
H (2.387, -1.617, 0.338)  0.268

Atomic forces in eV per Å
0.0 0.0 -0.1
0.3 -0.4 0.6
-0.5 0.5 0.1
-0.4 -0.1 -0.3
-0.1 0.3 0.4
0.4 0.2 -0.6
0.5 -0.6 -0.3
0.1 -0.1 0.2
0.0 -0.1 -0.1
-0.2 0.0 0.1
0.0 0.1 -0.1
-0.3 0.1 0.0
0.1 0.1 -0.1
0.0 -0.1 0.0

Values from the calculation:
strongest force on any atom = 0.80 eV/A
total charge = 0
gap between HOMO and LUMO = 8.895 eV
E_LUMO = 0.0273 Eh
E_tot = -9843.085 eV
ΔE to the lowest compared entry with this formula, charge and spin = 404.7 kJ/mol

[4]
A 2-piece molecular cluster, C4H7NO2 overall, computed with the ωB97M-V functional and the def2-TZVPD basis.

Each line ends with the Mulliken charge.
Cartesian coordinates (Å):
O (-0.199, -2.576, 0.018)  -0.537
C (0.289, -1.365, 0.484)  0.410
C (1.150, -0.554, -0.408)  -0.587
N (0.802, 0.690, -0.209)  0.126
C (-0.305, 0.915, 0.598)  -0.832
C (-0.814, -0.367, 0.921)  0.433
O (-1.855, -0.779, 1.426)  -0.664
H (-1.086, -2.633, 0.416)  0.346
H (0.897, -1.487, 1.410)  0.210
H (1.968, -0.828, -1.055)  0.422
H (-0.912, 2.619, -2.061)  0.116
H (1.380, 1.427, -0.586)  0.272
H (-0.541, 3.053, -1.587)  -0.116
H (-0.775, 1.886, 0.633)  0.401

Atomic forces in eV per Å
-0.2 -0.1 0.1
0.0 0.1 -0.1
0.0 0.1 0.0
0.2 -0.3 0.0
-0.1 -0.1 0.1
-0.1 0.0 0.2
0.2 0.2 -0.1
0.0 -0.1 -0.1
-0.1 0.0 -0.1
0.0 0.0 0.2
0.0 0.0 0.0
-0.3 0.2 -0.1
0.0 0.0 -0.1
0.2 -0.2 0.0

Values from the calculation:
strongest force on any atom = 0.36 eV/A
total charge = 0
gap between HOMO and LUMO (alpha / beta) = 7.992 / 7.991 eV
E_LUMO (alpha / beta) = 0.0054 / 0.0054 Eh
E_tot = -9843.724 eV
ΔE to the lowest compared entry with this formula, charge and spin = 343.1 kJ/mol